(1)
Here is C21H16MnN5O2S3Se2 as an isolated structure from the OMol25 dataset. Energies are from the ωB97M-V functional and the def2-TZVPD basis.

Each line ends with the Löwdin spin population.
Element x y z (Å)
Mn 0.142 -0.789 -1.613  3.4488
Se 1.421 -1.216 -3.816  0.0172
Se -0.301 -2.763 -3.260  -0.0111
C 0.590 -3.442 -1.675  0.0077
C 0.792 -4.773 -1.426  -0.0027
C 1.350 -5.102 -0.186  0.0078
C 1.677 -4.101 0.714  -0.0019
C 1.437 -2.777 0.379  0.0008
N 0.896 -2.467 -0.804  -0.0367
C 0.203 0.285 -4.044  0.0134
C 0.097 1.023 -5.192  -0.0022
C -0.846 2.058 -5.186  0.0123
C -1.623 2.283 -4.063  -0.0018
C -1.440 1.495 -2.937  0.0057
N -0.532 0.517 -2.942  -0.0307
H 0.540 -5.530 -2.156  -0.0006
H 1.530 -6.140 0.061  0.0003
H 2.123 -4.335 1.670  -0.0003
H 1.679 -1.956 1.043  -0.0005
H 0.702 0.805 -6.061  -0.0005
H -0.979 2.664 -6.074  0.0005
H -2.376 3.059 -4.052  -0.0003
H -2.013 1.627 -2.028  0.0000
S 1.696 0.425 -0.513  -0.1447
C 1.427 2.161 -0.417  0.0025
N 1.744 2.695 0.783  -0.0108
C 1.704 4.019 0.996  0.0001
C 1.326 4.840 -0.038  -0.0130
C 0.978 4.224 -1.232  0.0025
N 1.036 2.898 -1.425  -0.0083
H 1.899 2.057 1.580  -0.0004
H 1.956 4.364 1.990  0.0002
H 1.283 5.912 0.086  -0.0005
H 0.642 4.813 -2.077  0.0002
O 1.223 1.214 2.936  -0.0002
S -0.209 1.429 2.942  0.0011
O -0.721 2.697 3.319  -0.0036
N -0.683 1.071 1.349  -0.0236
C -1.221 -0.082 1.331  -0.0040
S -1.668 -0.820 -0.223  -0.2215
C -1.481 -0.757 2.623  -0.0017
C -2.094 -1.966 2.891  -0.0005
C -2.220 -2.353 4.224  -0.0005
C -1.743 -1.547 5.251  0.0017
C -1.116 -0.327 4.985  -0.0010
C -1.005 0.035 3.664  0.0019
H -2.493 -2.581 2.094  -0.0012
H -2.707 -3.287 4.466  -0.0001
H -1.866 -1.863 6.279  0.0001
H -0.757 0.304 5.786  0.0000

Values from the calculation:
- maximum force (Eh/bohr) = 0.014
- total charge = +3
- gap between HOMO and LUMO (alpha / beta) (eV) = 4.831 / 6.661
- ⟨S²⟩ = 4.224
- 2S+1 = 4
- DFT total energy (Eh) = -8381.55531
- LUMO energy (alpha / beta) (eV) = -12.484 / -10.683

(2)
Here is one molecule with the formula C21H16N2O6 in a non-equilibrium geometry from the OMol25 dataset. Energies are from the ωB97M-V functional and the def2-TZVPD basis.

Each line ends with the Mulliken charge.
Element x y z (Å)
O -2.226 -0.772 -2.187  -0.6544
C -1.347 -0.142 -1.655  0.0684
O -1.311 1.197 -1.592  -0.2247
C -2.416 1.918 -2.157  -1.1471
C -3.423 2.251 -1.088  0.8117
C -4.352 1.296 -0.690  -0.1931
C -5.255 1.583 0.318  -0.6416
C -5.237 2.822 0.936  -0.3853
C -4.312 3.775 0.546  -0.5052
C -3.404 3.489 -0.460  -0.5601
C -0.167 -0.755 -0.983  0.0255
C -0.068 -2.100 -1.006  -0.7140
C 0.911 -2.939 -0.346  0.8005
C 1.273 -4.163 -0.915  -0.6873
C 2.227 -4.973 -0.325  -0.5962
C 2.834 -4.591 0.858  -0.5542
C 2.449 -3.391 1.446  -0.2229
N 3.066 -2.972 2.677  1.0584
O 2.751 -1.889 3.128  -0.6231
O 3.865 -3.723 3.195  -0.6451
C 1.496 -2.572 0.865  0.0511
N 0.726 0.145 -0.406  0.1543
C 2.100 0.029 -0.431  0.3425
O 2.682 -0.928 -0.892  -0.6283
C 2.780 1.172 0.194  0.2147
C 2.319 2.305 0.828  -0.2770
C 3.462 3.011 1.249  -0.5900
C 4.531 2.262 0.843  -0.4080
O 4.128 1.163 0.212  -0.2955
H -2.869 1.303 -2.940  0.3478
H -1.981 2.823 -2.588  0.4608
H -4.362 0.331 -1.174  0.4469
H -5.975 0.837 0.620  0.3779
H -5.944 3.045 1.721  0.3758
H -4.295 4.742 1.026  0.3770
H -2.681 4.233 -0.763  0.3563
H -0.813 -2.608 -1.605  0.5223
H 0.816 -4.463 -1.846  0.4637
H 2.507 -5.904 -0.793  0.3940
H 3.592 -5.195 1.331  0.4945
H 1.207 -1.666 1.374  0.6045
H 0.340 1.064 -0.243  0.3522
H 1.302 2.600 0.989  0.5233
H 3.489 3.940 1.779  0.4540
H 5.587 2.413 0.950  0.4750

Values from the calculation:
- maximum force (Eh/bohr) = 0.026
- total charge = 0
- gap between HOMO and LUMO (eV) = 8.261
- 2S+1 = 1
- DFT total energy (Eh) = -1370.70920
- LUMO energy (eV) = -0.369

(3)
Here is C21H16N4O8Sr as an isolated structure from the OMol25 dataset. Energies are from the ωB97M-V functional and the def2-TZVPD basis.

Each line ends with the Mulliken charge.
Element x y z (Å)
Sr -0.883 -0.271 -0.341  1.9049
O -3.279 -0.044 3.506  -0.6771
C -2.945 -0.105 2.339  0.0173
N -2.127 -1.002 1.713  -0.1040
C -1.566 -2.001 2.449  -0.1861
O -1.748 -2.334 3.604  -0.6453
C -0.518 -2.834 1.681  0.7833
C 0.366 -3.603 2.430  -0.5343
C 1.311 -4.364 1.772  -0.3266
C 1.341 -4.358 0.383  -0.7022
C 0.425 -3.564 -0.282  -0.3472
N -0.480 -2.808 0.346  -0.3109
C -3.484 1.006 1.419  0.4087
C -4.289 1.977 1.998  -0.4556
C -4.782 2.997 1.205  -0.2899
C -4.445 3.027 -0.141  -0.7001
C -3.619 2.030 -0.629  -0.2638
N -3.151 1.036 0.125  -0.1796
H 0.272 -3.581 3.506  0.4782
H 2.018 -4.963 2.333  0.4357
H 2.054 -4.952 -0.172  0.4238
H 0.402 -3.525 -1.366  0.4831
H -4.503 1.895 3.053  0.4884
H -5.416 3.765 1.628  0.4237
H -4.801 3.807 -0.799  0.3968
H -3.308 2.033 -1.668  0.4167
O 3.071 0.700 1.737  -0.4928
C 2.051 0.468 0.908  0.5725
O 0.928 0.211 1.297  -0.5597
C 2.545 0.104 -0.466  0.0427
C 3.871 0.246 -0.864  -1.1868
C 4.213 -0.141 -2.142  -0.8449
C 3.230 -0.644 -2.992  -0.9246
C 1.937 -0.738 -2.507  0.9479
N 1.619 -0.384 -1.269  0.9764
C 0.738 -1.195 -3.307  0.3577
O 0.938 -1.620 -4.555  -0.4964
O -0.376 -1.187 -2.846  -0.4309
H 2.689 0.925 2.599  0.4366
H 4.595 0.660 -0.178  0.5684
H 5.233 -0.049 -2.489  0.4329
H 3.502 -0.938 -3.998  0.2609
H 1.870 -1.559 -4.799  0.2851
C 0.536 4.334 -0.716  -1.1547
C 0.810 2.860 -0.489  0.6609
O 1.874 2.559 0.108  -0.6928
O -0.069 2.042 -0.869  -0.5912
H 1.456 4.912 -0.723  0.3389
H -0.087 4.691 0.107  0.2452
H -0.021 4.480 -1.639  0.3110

Values from the calculation:
- maximum force (Eh/bohr) = 0.016
- total charge = 0
- gap between HOMO and LUMO (eV) = 7.499
- 2S+1 = 1
- DFT total energy (Eh) = -1661.75116
- LUMO energy (eV) = -0.850

Quick rundown of energy above the lowest of the compared OMol25 structures with the same formula, charge and spin, same order as above: 0.0; 50.2; 15.0 kcal/mol